1.
Density functional theory data (ωB97M-V/def2-TZVPD) for an isolated molecule of C14H17BCl2N2O4.

Geometry (Å):
H -0.686 -1.910 -1.900
B 3.703 -0.536 -1.628
Cl -2.370 1.944 3.222
O 4.749 -0.040 -2.401
H -1.751 0.853 0.334
H 1.498 -1.431 -1.258
C -2.634 -1.648 -0.424
C 1.464 0.913 1.067
H -0.356 3.720 1.976
H 1.041 -1.036 1.751
H 2.457 1.360 -1.697
C 0.129 0.098 -1.791
N -2.008 -0.568 -1.017
H -4.441 -0.618 0.476
C -3.730 -1.386 0.572
H 3.126 -0.390 0.662
C -0.983 -0.835 -2.051
C 1.128 2.305 1.217
C -3.722 -2.172 1.622
H 4.278 -2.262 -2.121
C -0.810 1.676 2.516
H 1.747 3.030 0.741
C -0.493 0.311 2.413
H -4.472 -2.017 2.341
H 3.546 1.347 0.452
C 0.013 2.700 1.965
H -1.473 -0.574 -2.905
N 1.374 -0.421 -1.518
H 4.684 0.925 -2.453
O -0.091 1.287 -1.814
O -2.275 -2.781 -0.735
C 0.711 -0.068 1.767
H -1.987 1.435 -1.268
O 3.643 -1.904 -1.432
Cl -1.569 -0.887 3.145
H -3.354 0.857 -0.308
C 2.727 0.625 0.328
C 2.499 0.377 -1.134
C -2.303 0.751 -0.529
H -3.007 -3.032 1.817

gap between HOMO and LUMO = 0.329 Eh
energy above the lowest of the compared OMol25 structures with the same formula, charge and spin = 34.2 kcal/mol
electronic energy = -51686.7588 eV
2S+1 = 1

---

2.
Density functional theory data (ωB97M-V/def2-TZVPD) for an isolated molecule of C14H17BrN2S3.

Geometry (Å):
H -1.970 -2.471 -0.471
C 1.916 1.185 1.161
H 1.020 3.172 0.863
C -1.250 -1.720 -0.709
S -3.354 -1.681 1.449
N 0.694 0.519 1.344
H -3.314 -0.381 -3.129
C -1.306 -0.148 4.075
H -1.506 -1.953 -4.097
S 0.814 0.248 -1.324
H 3.099 4.324 0.455
H 0.008 -2.206 -3.176
Br 3.282 -1.359 1.747
C 0.093 0.014 0.279
C -0.739 0.219 -2.279
H 5.267 3.076 0.514
H -1.200 0.652 4.831
C 4.340 2.573 0.723
S -2.031 0.665 2.598
H -3.375 -0.205 -1.402
H -3.608 -1.806 -2.245
C 1.940 2.580 0.925
H -1.910 -0.937 4.461
H -0.321 -2.274 -0.771
C 4.312 1.220 1.023
H -1.346 1.090 -1.985
N -1.094 -0.746 0.378
C 3.124 3.257 0.701
C -1.088 -2.173 -3.120
C -2.052 -0.661 1.419
H -0.321 -0.499 3.833
H -1.464 -3.132 -2.819
C -3.030 -0.862 -2.206
H 5.234 0.674 1.121
C -1.520 -1.106 -2.091
C 3.136 0.516 1.279
H -0.479 0.337 -3.353

gap between HOMO and LUMO = 0.281 Eh
energy above the lowest of the compared OMol25 structures with the same formula, charge and spin = 0.0 kcal/mol
electronic energy = -120321.6732 eV
2S+1 = 1

---

3.
Density functional theory data (ωB97M-V/def2-TZVPD) for an isolated molecule of C14H17Cl3N2O4S.

Geometry (Å):
C 2.897 -0.883 0.846
C -2.290 -0.815 -0.452
S -0.711 1.762 -1.754
C 0.745 1.975 1.336
H 3.988 -0.996 0.959
H 1.175 -2.079 1.400
H -3.452 2.192 0.555
C 2.297 -2.939 -0.245
C 1.080 1.892 -1.784
H 2.718 -2.786 1.906
C -3.447 1.145 0.295
N -1.029 1.206 -0.159
H 1.515 0.967 -1.422
H 3.074 1.137 1.619
Cl -0.829 -1.579 -0.887
H -0.783 3.208 0.443
H 0.468 -0.009 1.019
Cl -6.085 1.211 0.801
C 2.216 -2.234 1.115
H -3.479 -2.571 -0.741
C -0.693 2.193 0.844
H 1.356 2.068 -2.816
C -2.259 0.533 -0.085
C 2.670 -1.807 -1.224
C -4.649 -0.912 -0.060
H 2.494 -0.067 2.789
O -1.287 3.065 -1.894
H 1.986 -1.731 -2.070
H 3.692 -1.944 -1.603
C -4.633 0.429 0.319
C 2.432 0.261 1.745
H 1.371 2.732 -1.168
H 3.062 -3.713 -0.248
O 2.592 -0.591 -0.506
Cl -6.115 -1.805 -0.045
N 1.086 0.677 1.430
O -1.154 0.737 -2.645
H 1.344 -3.389 -0.513
O 1.471 2.894 1.646
H -1.360 2.099 1.706
C -3.472 -1.533 -0.450

gap between HOMO and LUMO = 0.350 Eh
energy above the lowest of the compared OMol25 structures with the same formula, charge and spin = 31.5 kcal/mol
electronic energy = -74366.7536 eV
2S+1 = 1

---

4.
Density functional theory data (ωB97M-V/def2-TZVPD) for a cluster of 4 separate species, C14H17FNO18S6 in total.

Geometry (Å):
O 0.246 -1.675 4.503
O -0.727 -0.309 -4.320
H 4.773 1.580 -4.465
S 0.542 4.690 2.805
O 4.982 -1.207 -2.875
O -1.948 -2.213 3.487
O 1.824 5.196 3.631
H 0.672 -2.401 -1.469
O -0.802 -3.859 4.922
H -3.652 0.428 -0.473
F -4.092 -0.563 -3.719
H 1.837 7.238 3.394
C 1.574 6.502 4.157
H -2.178 1.412 -2.954
C 0.420 -4.680 3.105
O 0.042 -3.361 2.727
C 0.089 6.512 4.449
O 3.225 -0.689 -4.500
H 1.434 -4.647 3.513
O -2.040 -4.155 -1.362
C -0.983 -1.028 -3.404
S -1.797 -1.540 0.541
O -4.375 -1.747 -1.634
S -0.662 -2.601 3.931
C -0.590 -5.067 4.166
H -0.234 -5.858 4.820
O 0.751 4.950 1.429
S 3.673 -0.667 -2.962
N -0.020 -0.180 -1.028
O 3.755 0.930 -2.802
C -1.101 -1.244 -1.081
H -0.323 7.517 4.485
O 0.177 3.416 3.290
O -3.232 -2.779 -3.504
C -1.963 -0.706 -2.252
C 3.746 1.544 -4.092
C -0.039 0.579 -0.079
H 1.818 0.789 -4.749
C -3.146 1.118 -1.124
H 3.348 2.552 -4.023
H -3.300 2.165 -0.910
C -0.370 -2.447 -1.745
H -3.015 -2.049 0.308
O -0.495 5.784 3.365
O -0.023 -4.344 -0.417
O 2.606 -1.130 -2.167
S -0.063 1.835 0.846
H -0.140 5.989 5.380
C -0.872 -3.790 -1.149
C -2.420 0.728 -2.157
H 0.396 -5.332 2.236
H 2.178 6.668 5.045
H -1.541 -5.360 3.719
H 3.082 0.732 -6.001
O -0.451 -2.221 -3.173
S -3.479 -1.628 -2.730
C 2.882 0.629 -4.937

gap between HOMO and LUMO = 0.241 Eh
net charge = -1
electronic energy = -120864.6077 eV
2S+1 = 1

---

5.
Density functional theory data (ωB97M-V/def2-TZVPD) for a structure of composition C14H17N3Pt.

Geometry (Å):
C -0.806 -3.358 -0.073
H 3.140 4.189 -0.442
N 0.170 -1.256 0.598
C -2.193 1.020 -1.655
H 2.026 3.102 -1.333
H 3.002 2.141 1.367
N -1.387 0.183 -0.950
C 0.997 -1.944 1.420
H 2.167 0.459 1.903
H -1.544 -3.877 -0.683
C 3.068 2.109 0.280
H 2.534 1.219 -0.070
H -4.295 -1.267 -3.074
H 1.564 -3.792 2.335
H -2.744 -2.777 -1.815
H 1.363 1.985 2.361
Pt -0.025 0.836 0.552
C -0.729 2.589 0.622
C -0.005 -4.042 0.828
C 0.918 -3.324 1.590
H -0.095 -5.116 0.944
N -1.246 3.639 0.627
H -2.006 2.083 -1.557
H 4.136 1.995 0.043
H 0.722 0.430 2.967
C -0.705 -1.961 -0.188
C 1.197 0.928 2.115
C -2.628 -1.693 -1.798
H 1.696 -1.359 2.001
C -3.280 0.545 -2.405
H -3.954 1.236 -2.916
C 2.421 3.360 -0.338
H 1.580 3.723 0.257
C -3.486 -0.839 -2.480
C -1.571 -1.167 -1.033

gap between HOMO and LUMO (spin up / spin down) = 0.223 / 0.187 Eh
net charge = +2
electronic energy = -22486.2784 eV
2S+1 = 5

---

6.
Density functional theory data (ωB97M-V/def2-TZVPD) for a structure of composition C14H18BN7O2Pt.

Geometry (Å):
C -1.061 -2.504 0.984
H 4.325 -2.681 -1.069
Pt -0.276 -0.578 0.209
H -2.971 0.866 4.090
H 0.249 2.429 1.596
C 1.337 2.901 -1.472
N 1.486 -1.144 -0.695
O -2.652 1.315 1.353
C 2.400 -2.013 -0.218
H -1.604 -2.306 1.907
H -1.433 -3.435 0.523
O 0.973 -0.787 3.244
C 1.079 3.444 -0.220
H -2.961 -1.131 -1.315
C 3.126 -1.195 -2.171
N 1.933 -0.633 -1.890
H 1.726 3.313 -2.386
C -1.994 1.198 3.729
C -1.095 -0.113 -3.844
C 3.440 -2.082 -1.145
N -0.753 0.179 2.034
H 1.679 0.957 -3.565
H 0.005 -2.680 1.170
H -1.434 -1.766 0.111
H -1.879 2.271 3.927
B 1.160 0.530 -2.578
H -3.184 -0.827 -4.018
C -2.323 -0.614 -3.419
H 2.282 -2.479 0.755
H -0.728 0.167 -4.821
N 1.011 1.597 -1.449
C 0.564 2.411 0.563
C -1.900 0.928 2.235
N 0.503 1.301 -0.206
H 1.239 4.463 0.084
C -2.238 -0.791 -2.046
H -1.254 -0.432 4.953
H -0.221 1.022 5.000
N -0.287 -0.013 -2.770
C -0.866 0.409 4.361
C -0.070 -0.155 3.194
H 3.656 -0.899 -3.061
N -0.987 -0.442 -1.662

gap between HOMO and LUMO (spin up / spin down) = 0.236 / 0.309 Eh
energy above the lowest of the compared OMol25 structures with the same formula, charge and spin = 7.5 kcal/mol
electronic energy = -33257.6849 eV
2S+1 = 3

---

Results for molar mass: 359.02, 389.41, 415.73, 698.68, 422.39, 522.24 (in g mol⁻¹, following the order of the records).